Entry i
The following is a quantum chemistry calculation of C3H3IO as an isolated structure, from the Open Molecules 2025 dataset.

Element x y z (Å)
C1 0.197 0.807 -0.198
C2 0.473 -0.169 -1.066
C3 -0.186 -0.253 0.762
O1 0.196 -1.220 -0.241
I1 -2.284 -0.401 1.333
H1 0.253 1.847 -0.190
H2 0.823 -0.387 -2.075
H3 0.528 -0.223 1.674

The LUMO energy is 0.1749 eV. The frontier orbital gap is 9.350 eV. The spin multiplicity is 1. Its charge is 0.

Here are the Löwdin charges for atoms 1 to 6, given in e:
1 C -0.11
2 C -0.13
3 C -0.74
4 O -0.12
5 I 0.77
6 H 0.08

Entry ii
The following is a quantum chemistry calculation of a 2-piece molecular cluster, C3H3IO overall, from the Open Molecules 2025 dataset.

Element x y z (Å)
C1 -0.042 0.713 0.373
C2 -0.385 -2.067 -0.351
C3 0.855 -0.159 -0.069
O1 -1.397 -2.006 0.126
I1 2.959 -0.161 -0.165
H1 0.386 1.414 1.016
H2 -1.113 0.555 0.374
H3 0.319 -2.796 -0.890

The LUMO energy is 0.2439 eV. The frontier orbital gap is 8.459 eV. The spin multiplicity is 1. Its charge is 0.

Here are the Löwdin charges for atoms 1 to 6, given in e:
1 C -0.16
2 C -0.11
3 C -0.74
4 O 0.13
5 I 0.70
6 H 0.02

Stability, lowest: entry ii

Entry i
The following is a quantum chemistry calculation of a 16-piece molecular cluster, H31O16 overall, from the Open Molecules 2025 dataset.

Element x y z (Å)
O1 -0.537 2.016 -4.748
H1 4.186 -0.492 2.542
H2 3.489 3.237 -3.316
O2 3.678 -1.255 -0.648
H3 0.013 1.325 -4.313
H4 -0.456 2.545 -3.880
O3 -4.466 -1.417 3.139
H5 3.121 -0.886 -1.226
H6 2.100 3.766 -2.895
O4 2.778 3.657 -3.669
H7 0.798 -1.032 0.054
H8 4.309 -0.977 -0.036
O5 4.903 -1.117 2.955
H9 -4.277 -0.157 -0.327
H10 1.635 0.356 3.101
O6 -4.135 2.205 -2.226
H11 -3.564 1.548 -2.541
H12 -3.624 2.465 -1.625
O7 -1.744 2.456 -0.401
H13 -1.396 1.421 -0.016
H14 -1.894 3.151 0.189
O8 2.492 -2.545 4.967
H15 2.599 -3.322 4.688
H16 -3.966 -1.889 2.515
O9 1.502 4.778 1.366
H17 1.040 5.048 0.610
O10 -4.335 -0.102 0.754
H18 5.612 -0.515 3.226
H19 -3.324 -0.059 1.058
O11 -4.632 -3.349 -0.030
H20 -5.390 -1.344 2.913
H21 -4.369 -2.436 -0.126
O12 1.494 -0.475 2.759
H22 2.384 -5.402 1.108
H23 0.667 0.121 -5.673
O13 0.767 -0.065 0.194
H24 -5.474 -3.200 0.258
H25 -1.711 -0.389 -0.812
O14 1.272 -0.682 -5.515
H26 0.980 0.059 2.014
H27 1.654 -0.637 -4.691
O15 -1.576 0.025 0.086
H28 1.416 5.028 2.248
H29 3.109 -1.916 4.619
O16 1.502 -5.168 0.846
H30 -0.311 0.143 0.444
H31 1.681 -4.525 0.062

The LUMO energy is 2.0621 eV. The frontier orbital gap is 8.139 eV. The spin multiplicity is 1. Its charge is -1.

Here are the Löwdin charges for atoms 1 to 6, given in e:
1 O -0.10
2 H 0.08
3 H -0.04
4 O 0.02
5 H 0.02
6 H 0.08

Entry ii
The following is a quantum chemistry calculation of a 16-piece molecular cluster, H31O16 overall, from the Open Molecules 2025 dataset.

Element x y z (Å)
O1 -1.990 1.666 3.197
H1 0.743 -3.288 -4.389
H2 0.503 2.158 1.376
O2 -1.898 1.157 -4.049
H3 -1.235 2.146 2.819
H4 -2.246 2.275 3.889
O3 -0.562 5.357 -0.642
H5 -2.113 0.233 -3.856
H6 1.319 3.056 2.216
O4 0.398 2.889 1.999
H7 1.827 4.003 -0.806
H8 -1.992 1.135 -5.018
O5 1.683 4.373 -1.682
H9 -0.080 0.375 -2.691
H10 2.534 2.064 2.931
O6 2.796 -2.837 0.994
H11 2.681 -1.895 1.321
H12 2.029 -3.360 1.223
O7 -1.368 -1.386 1.915
H13 -0.691 -2.070 1.949
H14 -0.948 -0.777 2.538
O8 -3.161 -1.371 -3.928
H15 -3.796 -1.198 -3.223
H16 -1.253 4.992 -0.093
O9 0.844 -0.837 3.499
H17 1.222 -1.280 4.258
O10 0.656 0.959 -2.877
H18 1.584 3.664 -2.319
H19 0.341 1.666 -3.441
O11 -2.951 -0.262 -0.268
H20 0.055 4.824 -1.177
H21 -2.793 -0.791 0.517
O12 3.489 2.006 2.884
H22 0.745 -4.013 1.902
H23 -1.302 -2.586 -0.730
O13 0.011 -3.820 -4.037
H24 -0.118 -3.705 -3.095
H25 2.567 -0.040 1.035
O14 -0.637 -2.405 -1.408
H26 3.669 1.068 2.620
H27 0.170 -2.312 -0.897
O15 2.692 -0.271 1.963
H28 1.674 -0.784 2.835
H29 -2.538 -1.958 -3.500
O16 -0.096 -4.469 1.987
H30 -2.098 -0.024 -0.640
H31 -0.369 -4.326 2.901

The LUMO energy is 2.2895 eV. The frontier orbital gap is 8.582 eV. The spin multiplicity is 1. Its charge is -1.

Here are the Löwdin charges for atoms 1 to 6, given in e:
1 O -0.06
2 H 0.04
3 H 0.06
4 O -0.07
5 H -0.01
6 H 0.02

Stability, lowest: entry i

Entry i
The following is a quantum chemistry calculation of one molecule with the formula C2H3N3O3, from the Open Molecules 2025 dataset.

Element x y z (Å)
O1 -0.973 1.676 -1.878
N1 0.205 1.552 -0.915
C1 0.150 0.473 -0.208
N2 -1.106 -0.207 -0.244
C2 -0.792 -1.315 0.187
O2 0.542 -1.597 0.494
N3 1.088 -0.295 0.220
O3 1.440 0.356 1.338
H1 -1.650 1.090 -1.313
H2 -1.418 -2.077 0.835
H3 2.514 0.345 1.484

The LUMO energy is -0.2085 eV. The frontier orbital gap is 9.128 eV. The spin multiplicity is 1. Its charge is 0. The structure (SMILES) is O/N=c1\ncon1O.

Here are the Löwdin charges for atoms 1 to 6, given in e:
1 O -0.11
2 N 0.13
3 C -0.46
4 N 0.15
5 C -0.16
6 O 0.05

Entry ii
The following is a quantum chemistry calculation of C2H3N3O3 as an isolated structure, from the Open Molecules 2025 dataset.

Element x y z (Å)
C1 0.434 -0.317 -0.204
C2 -1.746 -0.532 -0.166
H1 3.615 0.215 0.531
H2 -2.861 -0.174 -0.053
H3 -1.258 2.268 0.760
N1 1.633 0.296 -0.153
N2 -1.444 -1.780 0.034
N3 -0.670 0.493 -0.063
O1 2.813 -0.496 -0.119
O2 0.194 -1.720 -0.266
O3 -0.708 1.746 -0.301

The LUMO energy is -0.7329 eV. The frontier orbital gap is 7.546 eV. The spin multiplicity is 1. Its charge is 0.

Here are the Löwdin charges for atoms 1 to 6, given in e:
1 C -0.34
2 C -0.10
3 H 0.26
4 H 0.17
5 H 0.31
6 N -0.02

Stability, lowest: entry ii

Entry i
The following is a quantum chemistry calculation of C2H3N3O3 as an isolated structure, from the Open Molecules 2025 dataset.

Element x y z (Å)
C1 1.368 -0.384 -0.148
C2 -0.660 0.467 0.146
H1 3.177 0.755 0.307
H2 -2.540 -1.076 0.486
H3 -1.230 2.235 -0.277
N1 0.599 -1.460 0.013
N2 -0.723 -0.851 0.222
N3 -1.588 1.356 -0.209
O1 2.676 -0.277 -0.200
O2 -1.714 -1.511 -0.329
O3 0.634 0.746 -0.010

The LUMO energy is -0.8251 eV. The frontier orbital gap is 7.737 eV. The spin multiplicity is 1. Its charge is 0.

Here are the Löwdin charges for atoms 1 to 6, given in e:
1 C -0.47
2 C -0.46
3 H 0.34
4 H 0.29
5 H -0.01
6 N 0.22

Entry ii
The following is a quantum chemistry calculation of one molecule with the formula C2H3N3O3, from the Open Molecules 2025 dataset.

Element x y z (Å)
O1 2.594 0.014 -0.021
C1 1.424 0.051 -0.199
N1 0.628 1.233 -0.223
C2 -0.749 0.966 -0.066
O2 -1.715 1.725 0.068
N2 -0.853 -0.307 0.209
O3 -1.696 -1.325 -0.378
N3 0.514 -0.846 0.073
H1 1.024 2.117 -0.321
H2 -2.007 -2.065 0.261
H3 0.835 -1.561 0.597

The LUMO energy is 0.0541 eV. The frontier orbital gap is 10.226 eV. The spin multiplicity is 1. Its charge is 0. The structure (SMILES) is O=c1[nH]c(=O)n(O)[nH]1.

Here are the Löwdin charges for atoms 1 to 6, given in e:
1 O 0.12
2 C -0.55
3 N 0.23
4 C -0.49
5 O 0.08
6 N 0.00

Stability, lowest: entry i

Entry i
The following is a quantum chemistry calculation of one molecule with the formula C2H3N3O3, from the Open Molecules 2025 dataset.

Element x y z (Å)
H1 1.196 -1.633 -2.028
N1 0.626 -1.920 -1.216
C1 0.336 -0.870 -0.562
N2 -0.399 -0.962 0.603
O1 -1.375 0.091 0.748
C2 -0.731 1.256 0.797
O2 -1.096 2.302 1.279
N3 0.593 1.135 0.368
O3 0.806 0.364 -0.782
H2 -0.910 -1.831 0.607
H3 0.954 2.068 0.186

The LUMO energy is 0.5843 eV. The frontier orbital gap is 10.487 eV. The spin multiplicity is 1. Its charge is 0. The structure (SMILES) is [H]/N=C1/NOC(=O)NO1.

Here are the Löwdin charges for atoms 1 to 6, given in e:
1 H 0.07
2 N 0.16
3 C -0.52
4 N 0.11
5 O 0.09
6 C -0.53

Entry ii
The following is a quantum chemistry calculation of one molecule with the formula C2H3N3O3, from the Open Molecules 2025 dataset.

Element x y z (Å)
N1 -2.188 0.109 0.170
C1 -0.832 0.070 -0.177
N2 -0.054 -0.988 -0.062
N3 1.189 -0.395 -0.195
O1 2.266 -1.101 0.093
C2 1.231 0.950 -0.043
O2 2.046 1.769 0.097
O3 -0.166 1.248 -0.145
H1 -2.576 1.013 0.093
H2 -2.871 -0.600 0.093
H3 1.953 -2.075 0.076

The LUMO energy is 0.6181 eV. The frontier orbital gap is 9.049 eV. The spin multiplicity is 1. Its charge is 0. The structure (SMILES) is Nc1nn(O)c(=O)o1.

Here are the Löwdin charges for atoms 1 to 6, given in e:
1 N 0.17
2 C -0.39
3 N 0.17
4 N -0.18
5 O 0.05
6 C -0.47

Stability, lowest: entry i

Entry i
The following is a quantum chemistry calculation of a 2-piece molecular cluster, C3H9NS overall, from the Open Molecules 2025 dataset.

Element x y z (Å)
C1 0.265 1.410 1.827
C2 -0.128 0.341 0.775
C3 0.486 0.588 -0.687
S1 -0.222 -0.677 -1.805
N1 -0.038 -1.041 1.488
H1 0.128 2.442 1.369
H2 -0.415 1.250 2.676
H3 1.379 1.347 2.115
H4 -1.174 0.394 0.634
H5 1.619 0.401 -0.753
H6 0.275 1.601 -1.046
H7 -2.034 -0.172 -0.834
H8 -0.450 -1.753 0.842
H9 0.758 -1.421 1.974

The LUMO energy is -1.2175 eV. The frontier orbital gap is 7.934 eV. The spin multiplicity is 1. Its charge is 0.

Here are the Löwdin charges for atoms 1 to 6, given in e:
1 C -0.09
2 C -0.52
3 C -0.61
4 S 0.55
5 N 0.01
6 H 0.08

Entry ii
The following is a quantum chemistry calculation of one molecule with the formula C3H9NS, from the Open Molecules 2025 dataset.

Element x y z (Å)
C1 -1.926 2.160 0.395
N1 -1.195 1.273 -0.539
C2 -0.223 0.458 0.142
C3 0.382 -0.681 -0.695
S1 1.508 -1.607 0.345
H1 -2.183 1.510 1.224
H2 -1.319 3.002 0.730
H3 -2.815 2.526 -0.106
H4 -0.729 1.883 -1.217
H5 -0.765 -0.040 0.958
H6 0.590 0.986 0.671
H7 0.813 -0.263 -1.603
H8 -0.473 -1.292 -0.983
H9 1.633 -2.697 -0.425

The LUMO energy is 1.0223 eV. The frontier orbital gap is 10.029 eV. The spin multiplicity is 1. Its charge is 0. The structure (SMILES) is CNCCS.

Here are the Löwdin charges for atoms 1 to 6, given in e:
1 C -0.12
2 N -0.14
3 C -0.39
4 C -0.59
5 S 0.70
6 H 0.07

Stability, lowest: entry i